{"formula": "C4H7N3", "method": "ωB97M-V with the def2-TZVPD basis set", "species": ["C", "C", "H", "N", "H", "H", "H", "C", "H", "N", "C", "H", "N", "H"], "coordinates": [[0.639, -1.305, -1.024], [0.892, 0.771, 0.891], [-0.267, 0.718, 2.574], [-0.179, -0.012, -1.272], [1.732, 0.939, 1.752], [1.241, -1.771, -1.861], [-2.271, -0.351, -1.142], [1.079, 0.102, -0.538], [1.812, 0.661, -1.300], [-1.272, 0.145, 0.762], [-1.252, -0.070, -0.563], [0.623, 1.804, 0.673], [-0.191, 0.299, 1.514], [0.476, -2.014, -0.326]], "atomic_forces_ev_per_a": [[3.3, 3.7, -2.8], [4.6, 2.3, -0.8], [-0.7, -1.5, -3.8], [5.2, -2.3, -3.2], [-1.1, -1.1, -2.6], [-1.0, 1.1, 0.6], [2.4, 0.9, 1.8], [1.2, 1.0, -1.5], [-1.2, -1.3, 2.3], [-3.5, -1.0, -2.4], [-6.1, 0.7, 5.8], [0.7, 0.7, -0.9], [-1.9, -1.4, 4.9], [-1.7, -1.8, 2.5]], "e_tot_ha": -320.69136, "smiles": "C1=NNC[C@H]2CN12", "e_above_lowest_ev": 5.223, "e_homo_ha": -0.283}